Record 1
{"formula": "C3H2N2O2", "method": "ωB97M-V/def2-TZVPD", "homo_lumo_gap_ev": 9.8, "e_tot_ev": -10215.405, "e_above_lowest_kcal_mol": 64.2, "mol_weight_g_mol": 98.1, "homo_energy_ev": -10.61, "smiles": "O=c1ccnno1", "charge": 0, "symbols": ["O", "C", "C", "C", "N", "N", "O", "H", "H"], "xyz": [[-2.186, 0.002, -0.196], [-0.971, -0.050, -0.025], [-0.264, 1.222, 0.110], [1.064, 1.154, 0.070], [1.698, -0.094, -0.255], [1.134, -1.142, -0.027], [-0.288, -1.178, 0.274], [-0.743, 2.161, 0.291], [1.736, 1.952, 0.141]]}

Record 2
{"formula": "C40H42Cl2F5N4PS7SeTi", "method": "ωB97M-V/def2-TZVPD", "multiplicity": 2, "homo_lumo_gap_ev": [5.6, 5.7], "e_tot_ev": -260355.892, "e_above_lowest_kcal_mol": 25.3, "mol_weight_g_mol": 1127.0, "homo_energy_ev": [-4.39, -4.39], "charge": -1, "symbols": ["Ti", "C", "C", "N", "C", "S", "N", "N", "C", "C", "C", "C", "C", "C", "C", "N", "H", "H", "H", "H", "H", "H", "H", "H", "H", "H", "H", "H", "H", "Cl", "C", "C", "C", "C", "C", "Cl", "C", "S", "H", "H", "H", "C", "S", "C", "C", "S", "S", "C", "S", "S", "H", "H", "H", "C", "C", "C", "C", "P", "C", "C", "C", "C", "C", "C", "C", "C", "C", "C", "H", "H", "H", "H", "H", "H", "H", "H", "H", "H", "H", "H", "H", "H", "H", "H", "H", "H", "H", "H", "H", "H", "H", "F", "C", "C", "F", "C", "F", "C", "Se", "C", "F", "C", "F"], "xyz": [[0.248, 0.317, -0.403], [5.775, -1.946, -1.177], [5.312, -0.520, -0.915], [4.229, -0.094, -1.788], [2.927, -0.378, -1.607], [2.349, -1.132, -0.143], [2.140, -0.091, -2.629], [0.826, -0.221, -2.254], [-0.069, -0.464, -3.131], [0.240, -0.658, -4.570], [-1.450, -0.532, -2.578], [-2.549, -0.811, -3.365], [-3.809, -0.832, -2.799], [-3.929, -0.589, -1.444], [-2.787, -0.354, -0.717], [-1.555, -0.346, -1.252], [6.606, -2.208, -0.516], [6.106, -2.069, -2.212], [4.956, -2.644, -0.992], [6.130, 0.187, -1.052], [4.953, -0.426, 0.108], [4.457, 0.184, -2.732], [1.294, -0.890, -4.684], [0.024, 0.269, -5.112], [-0.364, -1.459, -4.999], [-2.417, -0.938, -4.430], [-4.686, -1.005, -3.412], [-4.893, -0.554, -0.955], [-2.839, -0.168, 0.346], [-1.452, 2.048, 0.611], [-0.600, 3.028, 1.776], [-1.267, 4.134, 2.262], [-0.644, 4.911, 3.223], [0.615, 4.549, 3.676], [1.249, 3.430, 3.161], [2.820, 3.027, 3.809], [0.673, 2.623, 2.168], [1.493, 1.221, 1.512], [-2.254, 4.378, 1.889], [-1.136, 5.790, 3.619], [1.120, 5.135, 4.433], [-4.086, 4.357, -1.041], [-4.904, 2.751, -0.998], [-5.002, 2.331, -2.692], [-3.957, 2.180, -3.555], [-2.265, 2.366, -3.305], [-4.496, 1.661, -5.147], [-6.187, 1.504, -4.878], [-7.282, 0.986, -6.018], [-6.606, 1.962, -3.290], [-4.051, 4.704, -0.007], [-4.664, 5.059, -1.640], [-3.080, 4.248, -1.444], [-1.607, -0.084, 3.556], [-1.622, -1.602, 3.311], [-3.091, -1.993, 3.113], [-1.135, -2.337, 4.564], [-0.565, -1.919, 1.746], [1.068, -2.360, 2.516], [1.631, -1.427, 3.392], [2.899, -1.589, 3.928], [3.650, -2.713, 3.619], [3.114, -3.659, 2.760], [1.852, -3.476, 2.209], [-1.156, -3.537, 0.942], [-2.608, -3.424, 0.405], [-0.271, -3.715, -0.312], [-1.084, -4.766, 1.868], [-2.075, 0.127, 4.525], [-2.176, 0.441, 2.787], [-0.607, 0.351, 3.561], [-3.631, -1.729, 4.028], [-3.231, -3.059, 2.943], [-3.564, -1.446, 2.296], [-1.822, -2.100, 5.384], [-0.135, -2.048, 4.876], [-1.138, -3.420, 4.423], [1.089, -0.532, 3.653], [3.298, -0.820, 4.578], [4.646, -2.840, 4.026], [3.677, -4.549, 2.504], [1.513, -4.225, 1.515], [-3.076, -2.463, 0.573], [-3.252, -4.179, 0.861], [-2.623, -3.588, -0.675], [0.798, -3.723, -0.132], [-0.449, -2.899, -1.014], [-0.550, -4.655, -0.803], [-1.913, -4.760, 2.578], [-0.171, -4.842, 2.450], [-1.178, -5.676, 1.263], [6.164, 4.535, -3.359], [4.968, 4.070, -2.963], [4.672, 3.968, -1.621], [5.590, 4.335, -0.713], [3.432, 3.500, -1.221], [3.223, 3.454, 0.098], [2.450, 3.123, -2.128], [0.654, 2.711, -1.619], [2.794, 3.220, -3.470], [1.937, 2.861, -4.432], [4.027, 3.685, -3.893], [4.318, 3.766, -5.202]]}

Record 3
{"formula": "H4S2", "method": "ωB97M-V/def2-TZVPD", "homo_lumo_gap_ev": 10.5, "e_tot_ev": -21735.071, "e_above_lowest_kcal_mol": 0.2, "mol_weight_g_mol": 68.2, "homo_energy_ev": -9.69, "smiles": "S.S", "charge": 0, "symbols": ["S", "H", "H", "S", "H", "H"], "xyz": [[4.565, 3.454, 13.721], [3.550, 3.370, 12.841], [4.958, 2.192, 13.468], [5.750, 2.862, 9.569], [4.828, 3.825, 9.753], [6.533, 3.352, 10.548]]}

Record 4
{"formula": "C20H26N2O3S", "method": "ωB97M-V/def2-TZVPD", "homo_lumo_gap_ev": 9.3, "e_tot_ev": -41120.696, "e_above_lowest_kcal_mol": 15.5, "mol_weight_g_mol": 374.5, "homo_energy_ev": -8.64, "smiles": "CCCCOc1ccc(C(=O)N(CC)CC(=O)NCc2cccs2)cc1", "charge": 0, "symbols": ["C", "C", "C", "C", "O", "C", "C", "C", "C", "C", "O", "N", "C", "C", "C", "C", "O", "N", "C", "C", "C", "C", "C", "S", "C", "C", "H", "H", "H", "H", "H", "H", "H", "H", "H", "H", "H", "H", "H", "H", "H", "H", "H", "H", "H", "H", "H", "H", "H", "H", "H", "H"], "xyz": [[7.206, -1.219, -0.410], [6.555, -0.036, 0.295], [5.863, 0.899, -0.694], [5.166, 2.060, 0.021], [4.149, 1.631, 0.903], [2.948, 1.229, 0.415], [2.553, 1.273, -0.919], [1.286, 0.851, -1.281], [0.399, 0.359, -0.336], [-0.984, -0.020, -0.752], [-1.785, 0.834, -1.116], [-1.310, -1.329, -0.725], [-0.433, -2.392, -0.284], [-0.875, -2.987, 1.050], [-2.638, -1.717, -1.170], [-3.692, -1.582, -0.061], [-4.205, -2.544, 0.475], [-3.959, -0.305, 0.247], [-4.946, 0.072, 1.238], [-6.025, 0.905, 0.632], [-6.241, 2.240, 0.778], [-7.339, 2.710, 0.022], [-7.934, 1.725, -0.694], [-7.173, 0.201, -0.459], [0.788, 0.330, 1.001], [2.044, 0.756, 1.370], [7.952, -0.875, -1.123], [7.695, -1.870, 0.311], [6.462, -1.802, -0.948], [5.818, -0.397, 1.015], [7.313, 0.523, 0.848], [5.130, 0.330, -1.270], [6.594, 1.314, -1.390], [5.883, 2.576, 0.667], [4.772, 2.783, -0.703], [3.214, 1.645, -1.687], [0.984, 0.901, -2.317], [0.580, -1.993, -0.202], [-0.432, -3.175, -1.050], [-0.211, -3.803, 1.325], [-1.890, -3.369, 0.985], [-0.841, -2.235, 1.834], [-2.923, -1.068, -2.004], [-2.612, -2.756, -1.501], [-3.465, 0.429, -0.253], [-4.465, 0.637, 2.045], [-5.350, -0.862, 1.641], [-5.639, 2.870, 1.409], [-7.663, 3.735, 0.014], [-8.778, 1.795, -1.351], [0.097, -0.018, 1.755], [2.355, 0.742, 2.403]]}

Record 5
{"formula": "C52H41BrF5N7O6P2SSeTeTi", "method": "ωB97M-V/def2-TZVPD", "homo_lumo_gap_ev": 5.8, "e_tot_ev": -286101.303, "e_above_lowest_kcal_mol": 0.0, "mol_weight_g_mol": 1383.3, "homo_energy_ev": -7.88, "charge": 0, "symbols": ["Ti", "O", "C", "C", "C", "C", "C", "C", "P", "C", "C", "C", "C", "C", "C", "C", "C", "C", "C", "C", "C", "C", "C", "C", "C", "C", "C", "P", "C", "C", "C", "C", "C", "C", "C", "C", "C", "C", "C", "C", "H", "H", "H", "H", "H", "H", "H", "H", "H", "H", "H", "H", "H", "H", "H", "H", "H", "H", "H", "H", "H", "H", "H", "H", "H", "H", "H", "H", "N", "C", "C", "C", "C", "C", "C", "S", "O", "O", "N", "C", "N", "C", "C", "C", "N", "H", "H", "H", "H", "H", "H", "H", "H", "H", "O", "N", "O", "Se", "C", "N", "F", "Te", "F", "F", "F", "F", "O", "Br", "C", "C", "C", "N", "C", "C", "H", "H", "H", "H"], "xyz": [[0.823, -0.492, 1.461], [-2.168, 2.382, -3.596], [-3.105, 1.762, -4.394], [-3.191, 2.109, -5.734], [-4.107, 1.456, -6.543], [-4.918, 0.461, -6.017], [-4.787, 0.098, -4.686], [-3.873, 0.729, -3.845], [-3.575, 0.185, -2.107], [-4.024, -1.584, -2.250], [-5.262, -2.139, -1.943], [-5.485, -3.499, -2.112], [-4.477, -4.319, -2.600], [-3.240, -3.773, -2.916], [-3.016, -2.418, -2.733], [-5.038, 0.898, -1.275], [-5.687, 2.025, -1.774], [-6.699, 2.640, -1.048], [-7.077, 2.135, 0.186], [-6.430, 1.016, 0.696], [-5.414, 0.411, -0.022], [-2.092, 3.736, -3.451], [-2.911, 4.634, -4.103], [-2.696, 5.994, -3.907], [-1.674, 6.443, -3.083], [-0.864, 5.521, -2.428], [-1.071, 4.162, -2.590], [-0.200, 2.813, -1.739], [0.728, 2.009, -3.084], [1.289, 2.685, -4.164], [1.968, 1.984, -5.149], [2.083, 0.601, -5.062], [1.522, -0.080, -3.991], [0.846, 0.624, -3.004], [1.098, 3.678, -0.779], [0.679, 4.274, 0.408], [1.702, 5.040, 1.222], [2.877, 4.088, 1.327], [3.321, 3.556, 0.108], [2.463, 3.438, -0.967], [-2.533, 2.868, -6.137], [-4.178, 1.721, -7.589], [-5.638, -0.044, -6.646], [-5.399, -0.703, -4.287], [-6.062, -1.510, -1.572], [-6.454, -3.917, -1.867], [-4.653, -5.379, -2.730], [-2.444, -4.405, -3.291], [-2.044, -1.999, -2.966], [-5.408, 2.427, -2.739], [-7.196, 3.512, -1.454], [-7.864, 2.614, 0.753], [-6.709, 0.623, 1.665], [-4.897, -0.442, 0.401], [-3.714, 4.289, -4.746], [-3.334, 6.703, -4.417], [-1.505, 7.501, -2.946], [-0.075, 5.877, -1.772], [1.178, 3.761, -4.245], [2.399, 2.513, -5.989], [2.613, 0.054, -5.832], [1.609, -1.157, -3.918], [0.408, 0.097, -2.164], [-0.377, 4.496, 0.548], [1.311, 5.305, 2.203], [3.558, 4.167, 2.164], [4.312, 3.123, 0.050], [2.810, 2.980, -1.883], [5.645, 1.177, 6.834], [4.991, 0.440, 5.868], [3.597, 0.358, 5.865], [2.941, -0.382, 4.906], [3.676, -1.070, 3.946], [5.067, -1.016, 3.946], [5.717, -0.270, 4.906], [2.842, -1.929, 2.681], [3.290, -3.278, 2.601], [1.374, -1.727, 2.969], [2.791, -1.115, 1.311], [3.850, -0.914, 0.453], [5.065, -1.293, 0.846], [6.044, -1.113, -0.031], [5.836, -0.556, -1.279], [4.533, -0.182, -1.567], [3.532, -0.355, -0.716], [5.110, 1.891, 7.297], [6.596, 1.440, 6.638], [3.026, 0.901, 6.607], [1.862, -0.412, 4.891], [5.624, -1.556, 3.196], [6.799, -0.231, 4.916], [7.033, -1.428, 0.285], [6.640, -0.424, -1.988], [4.273, 0.269, -2.519], [-2.000, 2.301, 1.310], [-0.993, 1.664, 1.304], [-1.034, 0.396, 1.233], [1.826, -4.182, -0.792], [0.956, -2.820, -0.177], [0.352, -1.874, 0.213], [-0.195, 3.359, 2.900], [1.227, 2.403, 1.980], [1.947, 3.078, 3.677], [0.604, 0.862, 3.141], [2.883, 1.430, 2.379], [2.073, 6.216, 0.579], [1.344, 1.008, 0.610], [-2.635, -4.488, 6.256], [-2.076, -3.381, 4.835], [-1.964, -2.016, 5.024], [-1.542, -1.251, 3.950], [-1.235, -1.762, 2.760], [-1.357, -3.077, 2.600], [-1.779, -3.934, 3.602], [-2.189, -1.557, 5.976], [-1.445, -0.175, 4.049], [-1.102, -3.467, 1.621], [-1.862, -4.996, 3.423]]}